(1)
Density functional theory data (wB97M-V/def2-TZVPD) for one molecule with the formula C27H19F3N2O4.

```
55
Properties=species:S:1:pos:R:3:forces:R:3:lowdin_charge:R:1
F -6.077975 -0.599854 1.144555 0.21 1.01 -0.26 0.1182
C -5.753121 0.684037 0.796740 -0.81 0.22 0.11 -0.5227
F -6.315414 0.925788 -0.419018 0.34 -0.19 0.88 0.1199
F -6.375438 1.507888 1.703851 0.28 -0.74 -0.72 0.1147
C -4.270184 0.913844 0.811764 -0.43 -0.09 -0.18 -0.1366
C -3.615616 1.488552 -0.272817 0.01 -0.14 0.27 0.0008
C -2.227132 1.557935 -0.246943 0.09 -0.29 -0.19 -0.0287
C -1.489096 0.981896 0.796596 -0.19 0.18 0.14 -0.1483
C 0.035376 0.784816 0.666716 -0.62 1.35 1.19 -0.1843
C 0.623966 0.654356 2.084231 0.07 0.27 -0.52 -0.2406
C 1.228194 1.783375 2.644668 0.13 -0.40 0.24 -0.0570
C 1.952242 1.660104 3.831727 -0.10 -0.07 -0.12 -0.0712
C 1.963851 0.438087 4.511098 -0.25 -0.26 -0.02 -0.0788
C 1.213309 -0.651725 4.033894 0.33 0.49 -0.46 -0.0585
C 0.593908 -0.557337 2.781358 0.00 0.06 0.29 -0.0537
C -2.193367 0.605793 1.953342 -0.07 -0.51 0.09 0.0030
C -3.584038 0.536273 1.953406 0.42 0.07 -0.05 0.0010
H -4.191123 1.811948 -1.138633 0.23 0.03 0.22 0.1274
H -1.712764 1.979977 -1.108975 -0.01 -0.15 0.14 0.1274
H 0.419917 1.714452 0.210389 0.00 -0.21 0.20 0.1567
H 1.197060 2.734503 2.099997 0.07 -0.36 0.23 0.1269
H 2.534219 2.514371 4.188070 -0.26 -0.34 0.05 0.1087
H 2.563415 0.316887 5.412937 -0.24 0.11 -0.15 0.1029
H 1.156605 -1.586208 4.589833 0.13 0.24 -0.09 0.1058
H 0.064843 -1.432368 2.366182 0.36 0.53 0.28 0.1264
H -1.689848 0.287794 2.871936 -0.05 0.14 -0.58 0.1133
H -4.117778 0.154814 2.825996 0.16 0.15 -0.28 0.1327
C 0.486515 -0.364608 -0.203329 0.40 -1.42 -0.81 -0.1744
C -0.226395 -0.483560 -1.565060 -0.05 -0.04 -0.37 -0.1605
C -1.540309 -0.992484 -1.618017 0.10 0.40 0.29 -0.0214
C -2.286362 -0.941216 -2.786222 0.29 -0.34 -0.90 0.0248
C -1.628293 -0.671385 -4.003973 1.03 0.12 1.90 -0.1552
N -2.274634 -0.936380 -5.247403 -1.74 -0.40 -2.99 -0.3142
O -1.595272 -0.907333 -6.302317 -1.20 0.01 2.27 0.0574
O -3.500617 -1.201915 -5.237877 2.42 0.55 0.17 0.0577
C -0.289365 -0.262937 -3.989646 -0.39 -0.07 -0.30 0.0198
C 0.377165 -0.102143 -2.781032 -0.28 0.15 0.40 -0.0141
C 2.026954 -0.455497 -0.352135 0.29 -0.10 0.25 -0.1350
C 2.531551 -1.506722 -1.136261 -0.46 0.00 -0.16 -0.0308
C 3.885219 -1.720325 -1.303933 0.77 0.28 0.26 0.0228
C 4.786737 -0.968569 -0.531433 -1.83 0.28 0.27 -0.1570
N 6.195473 -1.170644 -0.630376 3.45 -0.33 -0.01 -0.3167
O 6.931452 -0.526694 0.157147 -1.46 -1.23 -1.46 0.0480
O 6.657904 -1.954142 -1.488351 -1.26 1.37 1.50 0.0619
C 4.315563 0.020078 0.345066 0.25 -0.43 -0.68 0.0333
C 2.963397 0.348327 0.331084 -0.23 -0.08 -0.20 0.0092
H 0.215153 -1.295469 0.343989 0.10 0.40 -0.36 0.1508
H -2.013230 -1.389877 -0.709656 0.17 0.43 -0.33 0.1353
H -3.352106 -1.148047 -2.807639 0.25 -0.30 0.06 0.1241
H 0.213887 -0.073892 -4.935518 -0.14 0.00 0.24 0.1237
H 1.386710 0.312607 -2.806665 -0.29 -0.23 0.12 0.1257
H 1.819402 -2.137088 -1.684441 0.40 0.24 0.24 0.1312
H 4.269857 -2.442913 -2.016197 -0.08 0.00 0.21 0.1230
H 5.025986 0.504867 1.009918 -0.21 0.18 -0.36 0.1237
H 2.683652 1.257965 0.857376 -0.10 -0.55 0.01 0.1012
```
Forces are in eV/Å.

Computed properties:
* HOMO level: -9.609 eV
* frontier orbital gap: 8.446 eV
* LUMO energy: -0.04276 Eh
* F_max: 3.48 eV/A
* E: -1750.18084 hartree
* structure (SMILES): O=[N+]([O-])c1ccc(C(c2ccc([N+](=O)[O-])cc2)[C@H](c2ccccc2)c2ccc(C(F)(F)F)cc2)cc1



(2)
Density functional theory data (wB97M-V/def2-TZVPD) for a 2-piece molecular cluster, C5H11NO overall.

```
18
Properties=species:S:1:pos:R:3:forces:R:3:lowdin_charge:R:1
C 2.789885 0.144841 0.060571 0.15 0.02 0.05 -0.0699
N 1.359015 0.026583 -0.152229 -0.15 0.12 -0.03 0.0084
C 0.522330 1.021596 0.246255 0.06 0.04 -0.03 -0.6037
O 0.854100 1.980900 0.951752 -0.06 -0.20 -0.17 0.0476
C -0.833308 1.175542 -0.246564 -0.08 0.07 0.29 0.0807
C -1.358383 -1.721848 -0.842260 -0.01 -0.05 0.02 -0.0494
C -1.903231 1.032895 0.759492 0.01 -0.13 -0.12 -0.1412
H 3.292790 0.597186 -0.802791 -0.07 -0.05 0.13 0.0873
H 3.223976 -0.839851 0.252860 -0.07 0.14 -0.01 0.0809
H 2.948827 0.786587 0.927901 0.02 -0.10 -0.11 0.0833
H 1.042891 -0.557542 -0.912066 -0.02 0.10 0.14 0.1172
H -1.284995 -0.728688 -1.305605 -0.02 -0.17 0.02 0.0032
H -0.766118 -1.757484 0.076560 -0.11 -0.01 -0.17 0.0264
H -0.992770 -2.473391 -1.546392 -0.06 0.09 0.10 0.0302
H -2.406933 -1.916795 -0.605330 0.15 0.02 -0.05 0.0338
H -2.905288 1.039300 0.321932 0.18 0.02 0.07 0.0716
H -1.795616 0.218401 1.490134 0.07 0.12 -0.09 0.0875
H -1.787174 1.971761 1.325786 0.02 -0.02 -0.04 0.1061
```
Forces are in eV/Å.

Computed properties:
* HOMO level: -8.667 eV
* frontier orbital gap: 8.470 eV
* LUMO energy: -0.00725 Eh
* relative energy (zero: lowest compared OMol25 entry of this formula, charge and spin): 382.1 kJ/mol
* F_max: 0.31 eV/A
* E: -326.98580 hartree



(3)
Density functional theory data (wB97M-V/def2-TZVPD) for one molecule with the formula C6H2N2O.

```
11
Properties=species:S:1:pos:R:3:forces:R:3:lowdin_charge:R:1
C -0.418562 -1.364812 0.183975 -5.23 -1.80 -1.98 -0.0979
C 0.081479 0.085415 0.372023 1.33 -0.25 -0.52 -0.4489
C -0.157378 0.779864 -0.869792 -0.98 1.59 -7.35 -0.0868
C -0.324634 1.036096 -2.103964 0.30 0.70 4.27 0.1827
C -0.592227 0.731033 1.488086 0.02 0.85 3.24 -0.1307
C 1.557940 -0.017078 0.561367 -0.05 -0.28 0.40 -0.1485
H 0.042088 -2.236026 0.826642 -0.68 1.61 -1.32 0.1801
H -0.535418 1.614683 -3.075587 0.52 -1.53 2.07 0.0857
N -0.866710 1.178879 2.530050 0.14 -0.83 -2.30 0.2109
N 2.661272 -0.326153 0.646479 -0.25 0.28 0.00 0.2035
O -1.447851 -1.481901 -0.559280 4.89 -0.34 3.49 0.0500
```
Forces are in eV/Å.

Computed properties:
* HOMO level: -11.145 eV
* frontier orbital gap: 10.296 eV
* LUMO energy: -0.03120 Eh
* F_max: 7.59 eV/A
* E: -414.41448 hartree
* structure (SMILES): C#CC(C#N)(C#N)C=O



(4)
Density functional theory data (wB97M-V/def2-TZVPD) for a 2-piece molecular cluster, C9H10FN3 overall.

```
23
Properties=species:S:1:pos:R:3:forces:R:3:lowdin_charge:R:1
C 1.269146 3.878455 -0.273963 -2.83 -1.16 1.86 -0.0560
C 1.492797 2.683878 -0.917689 -2.39 -0.56 3.34 -0.1387
C 0.248237 3.624805 0.641814 0.13 0.19 0.01 -0.0152
C 0.752208 -1.185962 -1.874928 -0.11 -2.48 1.51 -0.0110
C -1.776426 0.827391 1.672169 -0.87 -0.05 0.58 0.1182
C -0.431870 -1.269607 -1.312744 -1.53 -0.26 -0.35 -0.1525
C -0.961235 1.549231 1.153890 -1.80 -1.72 1.29 -0.1492
C -0.483547 -2.287663 0.944919 -0.33 -0.70 -0.46 -0.0572
C -0.888703 -2.519604 -0.501652 1.68 0.82 -1.19 -0.3442
N 0.783170 1.709564 -0.386045 -0.53 -0.93 -0.71 0.1119
N -1.481333 -2.340685 1.785186 -1.77 -0.59 -0.69 0.0344
N -0.038813 2.262245 0.547411 2.70 2.73 -1.43 -0.1392
F -2.236819 -2.835450 -0.812269 0.30 0.29 0.55 -0.0673
H 1.677338 4.777530 -0.494319 1.13 2.59 -0.46 0.0620
H 2.096069 2.515126 -1.686744 2.56 -0.94 -2.96 0.0672
H -0.294636 4.307749 1.323511 0.46 -0.79 -0.55 0.1303
H 1.042709 -0.420030 -2.451801 0.57 3.02 -1.94 0.0050
H 1.555227 -1.905924 -1.789776 -0.20 -0.46 0.45 0.0713
H -2.585626 0.253136 2.184404 1.43 0.94 -0.93 0.0538
H -1.387889 -2.257480 2.789342 0.49 0.18 -0.23 0.0930
H -1.199092 -0.522601 -1.594832 0.42 -0.38 0.67 0.1127
H -0.256918 -3.267243 -1.066160 -0.75 0.04 1.51 0.1446
H -2.473464 -2.556104 1.496955 1.24 0.22 0.15 0.1264
```
Forces are in eV/Å.

Computed properties:
* HOMO level: -8.437 eV
* frontier orbital gap: 9.286 eV
* LUMO energy: 0.03120 Eh
* relative energy (zero: lowest compared OMol25 entry of this formula, charge and spin): 149.4 kJ/mol
* F_max: 4.14 eV/A
* E: -612.83921 hartree



(5)
Density functional theory data (wB97M-V/def2-TZVPD) for one molecule with the formula C2H9P3.

```
14
Properties=species:S:1:pos:R:3:forces:R:3:lowdin_charge:R:1
C -1.444380 -0.753176 -1.214062 -1.37 -0.51 3.27 -0.2337
C -0.860873 -0.101145 0.120255 0.56 0.98 -1.05 -0.8444
P -1.542275 1.634394 0.423840 0.24 -0.15 -0.61 0.6635
P 0.889638 -0.046802 0.491851 -1.66 -0.32 1.42 0.5547
P 3.166630 0.630542 -0.087193 -0.91 0.50 2.41 0.5156
H -1.239748 -0.223509 -2.123633 -0.37 0.55 -0.42 0.0295
H -1.047137 -1.779412 -1.329504 -0.30 0.40 0.13 0.0448
H -2.611992 -0.831568 -0.896909 2.62 0.15 -1.40 0.1087
H -2.713447 1.457521 1.194366 -0.12 -0.54 0.01 -0.1401
H -0.780637 1.907214 1.571762 0.20 0.11 0.18 -0.1545
H 0.827086 0.102179 1.940950 0.34 0.57 -1.15 -0.0160
H 1.135287 -1.383287 0.625809 0.54 -0.96 -0.54 -0.0765
H 2.937884 0.033906 -1.248022 -0.30 -0.99 -2.23 -0.2587
H 3.283964 -0.646856 0.530489 0.53 0.20 0.00 -0.1930
```
Forces are in eV/Å.

Computed properties:
* HOMO level: -7.029 eV
* frontier orbital gap: 6.840 eV
* LUMO energy: -0.00697 Eh
* relative energy (zero: lowest compared OMol25 entry of this formula, charge and spin): 269.2 kJ/mol
* F_max: 3.58 eV/A
* E: -1105.48370 hartree
* structure (SMILES): CC(P)=[PH2]P



(6)
Density functional theory data (wB97M-V/def2-TZVPD) for a 2-piece molecular cluster, C20H14F3NO3 overall.

```
41
Properties=species:S:1:pos:R:3:forces:R:3:lowdin_charge:R:1
O 0.641443 -1.372057 -0.507892 -0.53 0.09 -0.12 -0.0736
C 1.879627 -1.474857 -0.662616 1.93 0.05 -0.14 -0.4464
C 2.635906 -2.746000 -0.734738 -0.78 0.43 0.21 -0.0288
C 4.005607 -2.802218 -0.709508 0.51 0.68 -0.05 -0.0331
C 4.766722 -1.604023 -0.694522 -0.50 0.14 0.04 -0.2015
N 6.190073 -1.638024 -0.667052 1.32 0.24 0.03 -0.3615
O 6.797878 -0.542089 -0.661833 -0.60 -1.34 0.01 -0.0090
O 6.796297 -2.728990 -0.650320 -0.92 1.20 -0.02 0.0081
C 4.111131 -0.344473 -0.721971 0.37 -0.61 -0.07 -0.0371
C 2.747419 -0.289975 -0.755777 -0.73 -0.52 0.26 -0.0492
H 2.083169 -3.684240 -0.759474 -0.08 0.27 0.08 0.0952
H 4.548599 -3.753821 -0.692540 -0.31 0.40 -0.08 0.1146
H 4.692440 0.578826 -0.714130 -0.06 -0.41 -0.08 0.1094
H 2.259276 0.681428 -0.778936 -0.05 -0.08 -0.01 0.0729
F -6.301093 -1.728851 -1.431990 0.34 1.07 -0.44 0.1324
C -5.973855 -0.533904 -2.005300 -0.91 -0.44 -0.44 -0.5171
F -5.928202 -0.729253 -3.354208 -0.04 0.22 1.18 0.1298
F -7.005692 0.326775 -1.751202 0.86 -0.68 -0.21 0.1335
C -4.668618 0.006916 -1.471643 0.70 0.17 0.13 -0.0811
C -3.767241 0.672222 -2.306874 -0.01 -0.06 -0.19 0.0203
C -2.546507 1.099627 -1.806025 0.36 -0.12 0.28 0.0291
C -2.160926 0.899520 -0.447694 -1.37 0.36 -0.45 -0.1587
C -0.871524 1.377666 -0.068722 0.60 -0.57 0.25 0.1275
C -0.187857 1.325292 1.171258 0.22 0.48 0.44 -0.1903
C 0.912954 2.236271 1.331788 -0.36 -0.36 0.06 0.0033
C 1.604212 2.305244 2.533459 0.15 0.02 0.06 -0.0466
C 1.213924 1.525951 3.636511 -0.34 0.04 -0.67 -0.0161
C 0.100693 0.676558 3.504838 -0.15 -0.34 -0.12 -0.0439
C -0.561039 0.517695 2.288702 0.11 0.38 -0.01 0.0187
C -3.181991 0.395313 0.410297 0.33 -0.11 -0.07 0.0307
C -4.366872 -0.113202 -0.113519 0.08 -0.01 0.37 0.0183
H -3.999949 0.832249 -3.360609 0.03 -0.07 0.35 0.1336
H -1.847483 1.616258 -2.462546 -0.12 -0.27 0.04 0.1289
H -0.307607 1.871729 -0.868772 -0.29 -0.06 0.25 0.1371
H 1.165315 2.911245 0.502280 0.03 -0.46 0.38 0.1294
H 2.471146 2.963063 2.615028 -0.32 -0.16 -0.01 0.1177
H 1.771566 1.571084 4.583185 -0.35 0.02 -0.54 0.1246
H -0.235707 0.099703 4.367192 0.19 0.05 -0.29 0.1150
H -1.358053 -0.225555 2.163282 0.61 0.31 0.22 0.1163
H -3.063273 0.439692 1.494492 -0.01 -0.24 -0.45 0.1124
H -5.061919 -0.618809 0.558107 0.08 0.30 -0.20 0.1354
```
Forces are in eV/Å.

Computed properties:
* HOMO level: -6.549 eV
* frontier orbital gap: 2.834 eV
* LUMO energy: -0.13654 Eh
* relative energy (zero: lowest compared OMol25 entry of this formula, charge and spin): 174.2 kJ/mol
* F_max: 1.94 eV/A
* E: -1350.41516 hartree